DFT (the ωB97M-V functional and the def2-TZVPD basis) results for CH3P3 in the gas phase.

Positions of all 7 atoms, in Å:
P  2.057  -0.968  0.517
P  0.952  -1.325  -1.109
C  -0.403  -0.367  -0.683
P  -0.721  0.613  0.842
H  -1.306  -0.862  -1.062
H  -1.019  1.808  0.248
H  0.440  1.100  1.247

Results
**Structure (SMILES)**: P#P=CP
**HOMO (spin up / spin down)**: -0.30536 / -0.30144 Ha
**Energy relative to the best compared isomer or geometry (same formula, charge and spin)**: 168.68 kJ/mol
**Energy**: -28947.81562 eV
**HOMO-LUMO gap (spin up / spin down)**: 0.237 / 0.248 Ha
**Total charge**: 0
**Max |F|**: 2.75 eV/A

natural (NBO) population analysis, charges in e, atoms 1 to 4:
1. P 0.027
2. P 0.296
3. C -0.847
4. P 0.340

=====

DFT (the ωB97M-V functional and the def2-TZVPD basis) results for 2 unconnected molecules or ions with the total composition H3OPS2.

Positions of all 7 atoms, in Å:
O  -0.475  1.142  -1.047
P  0.216  -0.111  -0.293
S  2.132  -0.109  -0.542
S  -0.466  0.046  1.742
H  -1.373  1.222  -0.706
H  -0.764  -2.278  -1.606
H  0.730  0.088  2.451

Results
**HOMO (spin up / spin down)**: -0.35328 / -0.32035 Ha
**Energy relative to the best compared isomer or geometry (same formula, charge and spin)**: 357.69 kJ/mol
**Energy**: -33053.01240 eV
**HOMO-LUMO gap (spin up / spin down)**: 0.279 / 0.291 Ha
**Total charge**: 0
**Max |F|**: 1.25 eV/A

natural (NBO) population analysis, charges in e, atoms 1 to 4:
1. O -0.962
2. P 1.048
3. S -0.426
4. S -0.328

=====

DFT (the ωB97M-V functional and the def2-TZVPD basis) results for 2 unconnected molecules or ions with the total composition FHO2.

Positions of all 4 atoms, in Å:
O  -0.381  0.032  0.529
O  -1.517  0.647  -1.431
F  -2.378  -0.313  -1.626
H  -1.335  0.059  0.850

Results
**HOMO (spin up / spin down)**: -0.40612 / -0.40779 Ha
**Energy relative to the best compared isomer or geometry (same formula, charge and spin)**: 311.96 kJ/mol
**Energy**: -6819.28498 eV
**HOMO-LUMO gap (spin up / spin down)**: 0.255 / 0.256 Ha
**Total charge**: 0
**Max |F|**: 3.36 eV/A

Partial atomic charges computed with the natural (NBO) method, in multiples of e:
1. O -0.441
2. O 0.058
3. F -0.058
4. H 0.441

=====

DFT (the ωB97M-V functional and the def2-TZVPD basis) results for C18H18ClFN2S in the gas phase.

Positions of all 41 atoms, in Å:
C  0.952  2.259  -3.568
C  -0.143  2.406  -2.500
C  -0.791  1.063  -2.114
C  -1.779  0.599  -3.143
C  -2.070  -0.900  -3.048
N  -1.432  1.191  -0.759
C  -2.420  2.093  -0.360
S  -3.266  3.235  -1.210
N  -2.589  1.953  1.022
C  -1.640  1.122  1.529
C  -1.378  0.803  2.841
C  -0.382  -0.123  3.079
C  0.409  -0.610  2.035
C  1.457  -1.586  2.286
C  2.658  -1.558  1.587
C  3.671  -2.486  1.908
C  3.478  -3.410  2.957
F  4.518  -4.196  3.312
C  2.304  -3.428  3.680
Cl  2.007  -4.460  5.037
C  1.271  -2.537  3.288
C  0.137  -0.218  0.729
C  -0.912  0.634  0.440
H  1.434  3.209  -3.752
H  1.725  1.586  -3.161
H  0.582  1.835  -4.538
H  0.321  2.775  -1.580
H  -0.913  3.108  -2.867
H  0.032  0.354  -2.040
H  -2.710  1.164  -3.009
H  -1.447  0.764  -4.178
H  -2.435  -1.139  -2.073
H  -2.815  -1.173  -3.805
H  -1.165  -1.466  -3.242
H  -3.073  2.675  1.547
H  -1.934  1.283  3.622
H  -0.179  -0.409  4.080
H  2.796  -0.827  0.774
H  4.663  -2.475  1.483
H  0.332  -2.566  3.817
H  0.730  -0.545  -0.105

Results
**Structure (SMILES)**: CCC(CC)n1c(=S)[nH]c2ccc(-c3ccc(F)c(Cl)c3)cc21
**HOMO**: -0.28644 Ha
**Energy**: -48014.50605 eV
**HOMO-LUMO gap**: 0.305 Ha
**Total charge**: 0
**Max |F|**: 1.62 eV/A

natural (NBO) population analysis, charges in e, atoms 1 to 4:
1. C -0.607
2. C -0.406
3. C -0.019
4. C -0.423

=====

DFT (the ωB97M-V functional and the def2-TZVPD basis) results for 2 unconnected molecules or ions with the total composition H3O2PS.

Positions of all 7 atoms, in Å:
O  -1.326  -2.535  3.966
P  -0.805  -1.428  3.198
O  -0.724  -1.910  1.617
H  -1.021  -2.710  1.328
S  1.767  1.236  -1.607
H  3.136  1.205  -1.906
H  1.820  0.064  -0.808

Results
**Structure (SMILES)**: O=PO.S
**HOMO**: -0.35995 Ha
**Energy relative to the best compared isomer or geometry (same formula, charge and spin)**: 113.29 kJ/mol
**Energy**: -24268.20415 eV
**HOMO-LUMO gap**: 0.353 Ha
**Total charge**: 0
**Max |F|**: 5.35 eV/A

natural (NBO) population analysis, charges in e, atoms 1 to 4:
1. O -1.024
2. P 1.540
3. O -1.017
4. H 0.501

=====

DFT (the ωB97M-V functional and the def2-TZVPD basis) results for a molecular structure, C25H47ClINO3Si2V.

Positions of all 81 atoms, in Å:
O  0.239  1.247  -2.075
O  2.232  -2.757  -3.445
C  -0.614  1.331  -3.203
C  -0.804  2.780  -3.565
H  -1.560  0.907  -2.899
H  -0.282  0.686  -4.027
H  -1.121  3.299  -2.653
H  -1.455  2.950  -4.418
H  0.170  3.159  -3.855
C  1.651  1.183  -2.249
C  2.115  0.801  -3.632
H  2.023  0.450  -1.520
H  2.072  2.135  -1.933
H  1.922  -0.250  -3.853
H  3.190  0.953  -3.705
H  1.649  1.426  -4.389
C  2.750  -2.977  -2.120
C  1.076  -3.558  -3.702
C  4.177  -2.470  -2.008
H  2.744  -4.044  -1.792
H  2.147  -2.411  -1.389
H  4.811  -2.907  -2.778
H  4.614  -2.702  -1.030
H  4.275  -1.386  -2.128
C  1.002  -4.077  -5.130
H  0.220  -2.888  -3.537
H  0.984  -4.419  -3.001
H  1.081  -3.307  -5.903
H  0.026  -4.553  -5.263
H  1.771  -4.820  -5.334
H  -0.767  0.200  -0.542
V  -0.473  0.940  0.894
C  -1.480  -0.587  -0.786
Si  -2.194  -2.147  0.275
H  -2.331  -0.439  -1.470
H  -0.770  -1.211  -1.305
C  -3.322  -2.809  -1.088
C  -3.292  -1.743  1.729
C  -0.923  -3.386  0.881
C  0.285  2.817  0.459
Si  1.948  2.904  1.369
H  -0.457  3.439  0.988
H  0.369  3.255  -0.541
C  3.074  3.947  0.270
C  2.770  1.225  1.646
C  1.785  3.758  3.040
H  -0.096  -3.559  0.177
H  -1.444  -4.346  1.034
H  -0.492  -3.070  1.844
H  -3.889  -1.966  -1.499
H  -4.044  -3.538  -0.706
H  -2.763  -3.264  -1.912
H  -3.843  -0.812  1.562
H  -2.743  -1.668  2.676
H  -3.999  -2.584  1.788
H  2.750  0.614  0.741
H  2.297  0.653  2.460
H  3.820  1.426  1.913
H  2.803  3.897  3.434
H  1.202  3.178  3.771
H  1.310  4.747  2.948
H  3.925  4.339  0.847
H  2.487  4.794  -0.111
H  3.463  3.390  -0.590
Cl  -3.557  0.672  7.131
C  -2.450  0.430  5.849
C  -1.264  -0.283  6.045
C  -0.382  -0.511  4.959
I  1.352  -1.621  5.293
C  -0.604  0.033  3.656
O  0.128  -0.151  2.610
C  -1.776  0.843  3.538
N  -1.939  1.302  2.264
C  -3.058  1.955  1.919
C  -4.052  2.179  2.892
C  -3.925  1.713  4.201
C  -2.762  0.998  4.573
H  -1.060  -0.648  7.030
H  -3.090  2.277  0.874
H  -4.931  2.725  2.552
H  -4.702  1.914  4.957

Results
**Spin multiplicity**: 4
**⟨S²⟩**: 3.778
**HOMO (spin up / spin down)**: -0.23390 / -0.27496 Ha
**Energy relative to the best compared isomer or geometry (same formula, charge and spin)**: 90.97 kJ/mol
**Energy**: -96384.99004 eV
**HOMO-LUMO gap (spin up / spin down)**: 0.225 / 0.259 Ha
**Total charge**: 0
**Max |F|**: 3.36 eV/A

Mulliken population analysis, charges in e, atoms 1 to 4:
1. O -0.357
2. O -0.372
3. C -0.303
4. C -1.263